The following is a quantum chemistry calculation of C41H56ClLaN3O6P3S2 as an isolated structure at a distorted geometry, from the OMol25 dataset.

```
! wB97M-V def2-TZVPD RIJCOSX def2/J DEFGRID3
* xyz 0 1
La 0.10 0.16 -0.29
C 0.54 1.02 4.30
C 1.59 0.04 3.75
C 2.34 -0.66 4.88
P 0.89 -0.96 2.38
C 1.92 -2.49 2.13
C 1.95 -3.54 3.24
C 3.34 -2.16 1.68
C -0.69 -1.71 2.92
C -0.94 -2.09 4.24
C -2.02 -2.88 4.61
C -2.83 -3.37 3.59
C -2.62 -3.00 2.27
C -1.60 -2.10 1.90
N -1.42 -1.63 0.59
C -2.45 -1.84 -0.37
C -3.81 -1.65 -0.10
C -4.77 -1.85 -1.07
C -4.41 -2.26 -2.35
C -3.06 -2.42 -2.64
C -2.07 -2.19 -1.68
P -0.27 -2.28 -2.01
C 0.16 -3.93 -1.29
C 1.66 -4.21 -1.13
C -0.54 -5.12 -1.96
C -0.10 -2.47 -3.82
C -0.66 -1.28 -4.62
C 1.38 -2.65 -4.19
H 1.03 1.76 4.94
H 0.02 1.57 3.51
H -0.22 0.51 4.90
H 2.31 0.65 3.20
H 2.67 0.09 5.61
H 1.74 -1.39 5.42
H 3.23 -1.18 4.52
H 1.39 -2.94 1.29
H 2.66 -3.27 4.03
H 0.98 -3.73 3.70
H 2.30 -4.49 2.82
H 3.92 -1.69 2.48
H 3.87 -3.07 1.40
H 3.38 -1.48 0.82
H -0.24 -1.77 5.01
H -2.19 -3.14 5.65
H -3.64 -4.05 3.82
H -3.27 -3.41 1.51
H -4.11 -1.34 0.90
H -5.81 -1.69 -0.83
H -5.16 -2.44 -3.11
H -2.77 -2.72 -3.64
H -0.25 -3.81 -0.28
H 2.10 -4.60 -2.05
H 2.24 -3.33 -0.85
H 1.83 -4.96 -0.36
H -0.13 -5.31 -2.95
H -0.38 -6.03 -1.37
H -1.62 -4.97 -2.06
H -0.63 -3.38 -4.10
H 0.09 -0.48 -4.71
H -0.90 -1.60 -5.64
H -1.57 -0.84 -4.21
H 1.99 -1.84 -3.77
H 1.80 -3.60 -3.85
H 1.50 -2.62 -5.27
O -2.49 2.74 -5.32
C -3.48 2.66 -4.43
O -4.63 2.82 -4.74
C -3.09 2.32 -3.03
C -3.93 2.38 -1.94
Cl -5.59 2.74 -1.84
N -3.23 2.01 -0.84
N -1.98 1.64 -1.18
C -1.88 1.86 -2.48
C -0.54 1.59 -3.13
O -0.29 2.11 -4.20
O 0.22 0.81 -2.46
C -3.57 2.10 0.57
C -3.02 1.19 1.46
C -3.30 1.27 2.81
C -4.14 2.27 3.28
C -4.66 3.20 2.39
C -4.36 3.13 1.04
H -1.63 2.52 -4.90
H -2.33 0.43 1.14
H -2.86 0.54 3.48
H -4.37 2.33 4.34
H -5.28 4.01 2.75
H -4.74 3.89 0.37
C 4.55 5.22 1.41
C 3.69 3.98 1.47
C 4.42 2.78 2.01
O 3.23 3.77 0.11
P 2.11 2.74 -0.36
S 0.53 2.80 0.83
S 2.88 0.90 -0.51
O 1.67 3.35 -1.73
C 2.46 3.79 -2.90
C 2.99 5.18 -2.65
C 3.50 2.77 -3.28
H 4.87 5.51 2.41
H 4.01 6.06 0.97
H 5.44 5.03 0.80
H 2.80 4.19 2.06
H 5.30 2.56 1.40
H 3.80 1.89 2.04
H 4.75 3.00 3.03
H 1.69 3.82 -3.67
H 3.87 5.17 -2.00
H 2.23 5.82 -2.21
H 3.28 5.61 -3.61
H 4.26 2.65 -2.51
H 4.00 3.14 -4.18
H 3.06 1.80 -3.50
*
```

Output
LUMO level, hartree: 0.007
Energy relative to the best compared isomer or geometry (same formula, charge and spin), kcal/mol: 7.7
HOMO level, eV: -7.262
DFT total energy, eV: -123109.240

***

The following is a quantum chemistry calculation of C26H21CoGeN2O3 as an isolated structure at a distorted geometry, from the OMol25 dataset.

```
! wB97M-V def2-TZVPD RIJCOSX def2/J DEFGRID3
* xyz 1 4
Co -1.08 0.29 -0.81
O -2.48 -3.29 2.72
C -2.27 -3.98 1.60
C -2.31 -5.37 1.68
C -2.13 -6.15 0.56
C -1.85 -5.55 -0.68
C -1.78 -4.18 -0.77
C -2.00 -3.37 0.35
C -1.92 -1.93 0.22
O -1.31 -1.40 -0.80
N -2.44 -1.15 1.15
N -2.26 0.15 0.86
C -2.67 1.14 1.59
C -2.38 2.49 1.25
C -2.83 3.54 2.06
C -2.48 4.85 1.82
C -1.65 5.16 0.74
C -1.22 4.18 -0.11
C -1.57 2.83 0.11
O -1.13 1.93 -0.73
H -2.51 -2.33 2.54
H -2.54 -5.81 2.64
H -2.20 -7.22 0.64
H -1.73 -6.17 -1.55
H -1.59 -3.71 -1.73
H -3.21 0.94 2.51
H -3.48 3.31 2.90
H -2.85 5.64 2.46
H -1.36 6.19 0.56
H -0.61 4.40 -0.96
Ge 1.18 0.20 -0.04
C 2.08 -1.12 -1.19
C 2.08 -0.95 -2.57
C 2.74 -1.85 -3.37
C 3.40 -2.93 -2.80
C 3.40 -3.10 -1.43
C 2.73 -2.20 -0.62
C 1.92 2.02 -0.05
C 1.94 2.76 -1.23
C 2.48 4.03 -1.25
C 3.00 4.58 -0.08
C 2.99 3.85 1.09
C 2.44 2.58 1.11
H 1.34 -0.31 1.41
H 1.56 -0.11 -3.00
H 2.75 -1.71 -4.44
H 3.90 -3.65 -3.44
H 3.92 -3.94 -0.99
H 2.72 -2.33 0.45
H 1.52 2.34 -2.13
H 2.50 4.59 -2.17
H 3.42 5.57 -0.09
H 3.40 4.26 2.00
H 2.42 2.00 2.03
*
```

Output
LUMO level (spin up / spin down), hartree: -0.188 / -0.191
⟨S²⟩: 3.83
HOMO level (spin up / spin down), eV: -10.945 / -10.935
DFT total energy, eV: -130559.779

***

The following is a quantum chemistry calculation of C29H33N4PdSb as an isolated structure, from the OMol25 dataset.

```
! wB97M-V def2-TZVPD RIJCOSX def2/J DEFGRID3
* xyz 2 3
Pd 1.18 -0.34 0.17
C 2.43 0.26 -2.48
C 3.54 -0.28 -1.59
N 3.39 0.25 -0.21
C 4.23 -0.45 0.78
C 3.74 -1.86 0.98
C 4.57 -2.95 1.19
C 3.99 -4.21 1.31
C 2.62 -4.36 1.17
C 1.85 -3.23 0.96
C 0.36 -3.24 0.72
N 0.03 -2.24 -0.32
C 0.60 -2.54 -1.65
C 0.45 -1.34 -2.56
N 1.07 -0.10 -2.01
N 2.42 -2.02 0.90
H 2.59 -0.08 -3.51
H 2.49 1.35 -2.49
H 4.51 -0.01 -2.02
H 3.50 -1.37 -1.54
H 3.61 1.24 -0.20
H 4.16 0.10 1.72
H 5.29 -0.46 0.49
H 5.64 -2.82 1.25
H 4.62 -5.07 1.48
H 2.16 -5.33 1.22
H -0.16 -2.95 1.63
H 0.03 -4.24 0.45
H -0.98 -2.15 -0.40
H 0.11 -3.40 -2.12
H 1.65 -2.81 -1.52
H -0.61 -1.12 -2.70
H 0.87 -1.57 -3.55
H 0.44 0.66 -2.26
C -1.17 6.08 0.09
C -0.38 5.36 -0.80
C -0.25 3.99 -0.64
C -0.91 3.34 0.40
C -1.68 4.07 1.31
C -1.80 5.44 1.14
Sb -0.82 1.25 0.55
C -1.93 0.69 2.23
C -3.29 1.01 2.30
C -4.03 0.58 3.39
C -3.43 -0.15 4.41
C -2.08 -0.47 4.33
C -1.33 -0.05 3.24
C -2.10 0.63 -1.03
C -2.12 1.31 -2.24
C -2.89 0.83 -3.30
C -3.64 -0.33 -3.15
C -3.64 -1.00 -1.93
C -2.87 -0.53 -0.88
H -1.27 7.15 -0.03
H 0.13 5.86 -1.61
H 0.38 3.43 -1.33
H -2.17 3.59 2.14
H -2.40 6.02 1.84
H -3.78 1.57 1.51
H -5.09 0.83 3.46
H -4.02 -0.48 5.26
H -1.62 -1.04 5.13
H -0.27 -0.29 3.20
H -1.58 2.24 -2.37
H -2.91 1.37 -4.24
H -4.24 -0.69 -3.97
H -4.25 -1.88 -1.80
H -2.91 -1.04 0.08
*
```

Output
LUMO level (spin up / spin down), hartree: -0.192 / -0.281
⟨S²⟩: 2.01
HOMO level (spin up / spin down), eV: -13.808 / -14.274
DFT total energy, eV: -46572.204

***

The following is a quantum chemistry calculation of an isolated ion of composition C3H9N4 and charge +1 at a distorted geometry, from the OMol25 dataset.

```
! wB97M-V def2-TZVPD RIJCOSX def2/J DEFGRID3
* xyz 1 1
C 1.72 0.10 -0.55
C -1.60 -0.13 0.09
C -0.39 -1.05 0.08
N 1.95 0.78 0.51
N 0.79 -0.82 -0.69
N -1.65 0.96 -0.80
N -0.59 -0.05 1.14
H 2.37 0.29 -1.39
H -2.63 -0.65 0.35
H -0.39 -2.10 0.53
H 2.96 1.00 0.57
H 0.87 -1.60 -1.31
H -2.52 1.20 -1.25
H -1.29 1.79 -0.51
H 1.28 0.75 1.29
H -0.89 -0.48 1.95
*
```

Output
LUMO level, hartree: -0.131
SMILES: N/C=[NH+]\[C@H]1N[C@H]1N
Energy relative to the best compared isomer or geometry (same formula, charge and spin), kcal/mol: 50.6
HOMO level, eV: -13.220
DFT total energy, eV: -9209.429

***

The following is a quantum chemistry calculation of one molecule with the formula C3H3N3O2 at a distorted geometry, from the OMol25 dataset.

```
! wB97M-V def2-TZVPD RIJCOSX def2/J DEFGRID3
* xyz 0 1
C 1.40 -0.16 0.03
C -0.08 0.03 -0.01
C -0.97 1.13 -0.06
H 2.22 1.88 -0.40
H 3.19 0.85 0.42
H -0.87 2.18 -0.03
N 2.21 1.00 0.09
N -2.16 0.72 -0.03
N -0.81 -1.11 0.06
O 1.91 -1.23 -0.11
O -2.07 -0.66 0.04
*
```

Output
LUMO level, hartree: -0.003
SMILES: NC(=O)c1cnon1
Energy relative to the best compared isomer or geometry (same formula, charge and spin), kcal/mol: 89.9
HOMO level, eV: -10.472
DFT total energy, eV: -11722.060

***

The following is a quantum chemistry calculation of one molecule with the formula C2H6OS2Si at a distorted geometry, from the OMol25 dataset.

```
! wB97M-V def2-TZVPD RIJCOSX def2/J DEFGRID3
* xyz 0 1
C 1.48 -1.35 -0.17
C 1.13 -0.05 -0.37
O -1.93 0.36 -0.05
Si -0.23 0.70 0.68
S -2.77 -1.10 0.35
S 0.01 2.94 0.38
H 2.38 -1.85 -0.61
H 0.88 -1.98 0.57
H 1.65 0.58 -1.02
H -0.02 0.26 2.10
H -2.70 -1.37 -0.92
H 0.12 2.85 -0.95
*
```

Output
LUMO level, hartree: 0.006
SMILES: C=C[Si@@H](S)OS
Energy relative to the best compared isomer or geometry (same formula, charge and spin), kcal/mol: 22.2
HOMO level, eV: -9.059
DFT total energy, eV: -33766.200

***

The following is a quantum chemistry calculation of C18H21FNO2S3SbV as an isolated structure, from the OMol25 dataset.

```
! wB97M-V def2-TZVPD RIJCOSX def2/J DEFGRID3
* xyz 1 1
V -0.58 -1.86 -0.73
C 1.84 -2.25 2.95
C 0.98 -1.13 2.38
C 0.90 0.05 3.36
C 1.48 -0.61 1.04
C 2.84 -0.53 0.76
C 3.29 0.04 -0.42
C 2.40 0.56 -1.35
C 1.02 0.49 -1.14
C 0.08 1.09 -2.17
C 0.29 0.47 -3.56
C 0.28 2.61 -2.23
C 0.58 -0.12 0.07
N -0.81 -0.37 0.23
C -1.78 0.60 0.51
C -1.47 1.91 0.87
C -2.49 2.81 1.15
C -3.82 2.40 1.08
C -4.14 1.10 0.73
C -3.12 0.22 0.46
F -3.40 -1.06 0.13
H 1.35 -2.68 3.82
H 2.82 -1.90 3.26
H 1.99 -3.06 2.22
H -0.03 -1.51 2.23
H 1.89 0.49 3.53
H 0.51 -0.30 4.32
H 0.23 0.83 2.99
H 3.56 -0.90 1.47
H 4.35 0.10 -0.62
H 2.78 1.01 -2.26
H -0.95 0.90 -1.86
H 1.30 0.66 -3.93
H -0.41 0.91 -4.26
H 0.12 -0.61 -3.56
H 1.28 2.86 -2.58
H 0.13 3.08 -1.26
H -0.44 3.04 -2.93
H -0.43 2.21 0.93
H -2.24 3.82 1.42
H -4.61 3.11 1.29
H -5.17 0.76 0.67
S 0.49 -4.46 -2.65
Sb 0.86 -4.68 -0.27
S 1.40 -2.77 -1.76
S -1.11 -3.65 0.56
O -1.63 -1.87 -1.98
O -2.41 -1.83 -2.95
*
```

Output
LUMO level (spin up / spin down), hartree: -0.171 / -0.171
Energy relative to the best compared isomer or geometry (same formula, charge and spin), kcal/mol: 2.5
HOMO level (spin up / spin down), eV: -11.561 / -11.558
DFT total energy, eV: -92032.574

***

The following is a quantum chemistry calculation of CH2N4O3 as an isolated structure at a distorted geometry, from the OMol25 dataset.

```
! wB97M-V def2-TZVPD RIJCOSX def2/J DEFGRID3
* xyz 0 1
C -1.21 -0.05 0.39
N -1.16 1.17 0.47
N -0.73 -1.19 0.34
N 0.93 0.28 -0.91
N 1.84 0.00 0.05
O 2.52 -0.95 -0.06
O 1.92 0.85 1.01
O 0.32 1.41 -0.53
H -1.02 -1.74 -0.44
H 1.19 1.66 0.43
*
```

Output
LUMO level, hartree: -0.081
Energy relative to the best compared isomer or geometry (same formula, charge and spin), kcal/mol: 87.7
HOMO level, eV: -10.477
DFT total energy, eV: -13163.275

***

The following is a quantum chemistry calculation of an isolated ion of composition C2H5N2 and charge +1 at a distorted geometry, from the OMol25 dataset.

```
! wB97M-V def2-TZVPD RIJCOSX def2/J DEFGRID3
* xyz 1 1
C -2.15 0.05 -0.52
C 1.32 -0.20 0.09
N -1.08 -0.11 0.04
N 0.03 0.30 0.51
H -3.03 -0.26 -0.96
H 1.87 -0.80 0.78
H 1.25 -0.78 -0.90
H 1.92 0.71 -0.09
H -0.12 1.08 1.06
*
```

Output
LUMO level, hartree: -0.214
SMILES: C#[N+]NC
Energy relative to the best compared isomer or geometry (same formula, charge and spin), kcal/mol: 60.1
HOMO level, eV: -15.403
DFT total energy, eV: -5124.440

***

The following is a quantum chemistry calculation of C4H6O as an isolated structure at a distorted geometry, from the OMol25 dataset.

```
! wB97M-V def2-TZVPD RIJCOSX def2/J DEFGRID3
* xyz 0 1
C -1.20 -0.37 -0.05
C 0.21 0.19 0.93
C 1.38 -0.11 -0.01
O 0.71 0.47 -1.15
C -0.40 0.81 -0.32
H -2.15 -0.19 0.45
H -1.15 -1.20 -0.74
H -0.50 -0.69 1.29
H 1.65 -1.16 -0.11
H 2.30 0.47 0.17
H -0.85 1.78 -0.45
*
```

Output
LUMO level, hartree: 0.039
Energy relative to the best compared isomer or geometry (same formula, charge and spin), kcal/mol: 94.0
HOMO level, eV: -8.544
DFT total energy, eV: -6287.842

***

The following is a quantum chemistry calculation of one molecule with the formula C18H25N3O2 at a distorted geometry, from the OMol25 dataset.

```
! wB97M-V def2-TZVPD RIJCOSX def2/J DEFGRID3
* xyz 0 1
C -1.61 -3.90 0.10
H -2.10 -4.17 1.03
H -0.68 -4.46 0.03
H -2.25 -4.19 -0.73
C -1.31 -2.40 0.06
N -2.46 -1.51 0.05
C -3.15 -1.44 -1.23
H -3.37 -2.43 -1.66
C -2.33 -0.62 -2.23
N -1.76 0.51 -1.53
C -1.06 1.47 -2.14
O -0.93 1.58 -3.34
C -0.38 2.43 -1.14
N 0.74 1.74 -0.52
C 1.96 1.68 -1.14
C 2.99 1.00 -0.56
C 2.82 0.34 0.68
C 3.86 -0.37 1.31
C 3.64 -1.00 2.51
C 2.39 -0.95 3.13
C 1.36 -0.26 2.53
C 1.56 0.39 1.31
C 0.46 1.10 0.68
O -0.67 1.14 1.15
H 0.39 -0.20 2.99
H 2.23 -1.44 4.07
H 4.45 -1.54 2.99
H 4.83 -0.41 0.84
H 3.94 0.96 -1.06
C 2.13 2.37 -2.45
H 3.09 2.11 -2.88
H 1.34 2.09 -3.15
H 2.10 3.45 -2.33
H -0.04 3.32 -1.66
H -1.08 2.69 -0.35
H -1.76 0.42 -0.51
H -2.96 -0.26 -3.05
H -1.53 -1.22 -2.67
H -4.10 -0.93 -1.06
C -3.34 -1.62 1.20
C -2.61 -1.25 2.49
H -2.05 -0.34 2.33
H -1.93 -2.04 2.81
H -3.34 -1.09 3.28
H -4.15 -0.90 1.05
H -3.79 -2.62 1.29
H -0.72 -2.18 -0.83
H -0.70 -2.13 0.92
*
```

Output
LUMO level, hartree: 0.022
SMILES: CCN(CC)CCNC(=O)Cn1c(C)cc2ccccc2c1=O
Energy relative to the best compared isomer or geometry (same formula, charge and spin), kcal/mol: 17.6
HOMO level, eV: -8.049
DFT total energy, eV: -27638.535

***

The following is a quantum chemistry calculation of C32H36MgN11S2 as an isolated structure at a distorted geometry, from the OMol25 dataset.

```
! wB97M-V def2-TZVPD RIJCOSX def2/J DEFGRID3
* xyz 1 1
Mg -19.64 0.72 2.33
C -23.15 1.36 5.06
C -21.87 1.28 4.27
N -21.59 0.36 3.33
N -22.38 -0.76 3.42
C -23.32 -1.05 2.50
N -23.94 -2.26 2.65
S -23.78 -0.09 1.19
C -20.88 2.29 4.60
C -21.15 3.25 5.64
C -20.27 4.29 5.88
C -18.99 4.26 5.25
C -18.77 3.24 4.33
N -19.65 2.22 4.01
H -23.88 0.74 4.62
H -23.50 2.41 5.02
H -22.97 1.00 6.09
H -22.25 -1.37 4.21
H -23.48 -2.98 3.15
H -24.60 -2.53 1.95
H -22.04 3.17 6.24
H -20.53 5.13 6.55
H -18.22 4.95 5.60
H -17.79 3.19 3.79
C -22.19 -5.42 4.17
C -21.17 -4.37 3.96
C -20.80 -3.60 5.10
C -19.99 -2.46 4.91
C -19.46 -2.05 3.65
N -18.71 -0.92 3.50
C -17.65 -0.74 4.32
C -17.20 -1.58 5.35
C -16.17 -1.25 6.24
C -15.56 0.02 6.16
C -14.44 0.39 7.05
C -16.01 0.93 5.21
C -16.81 0.46 4.13
N -16.56 1.03 2.84
C -15.30 1.29 2.36
C -15.44 1.57 1.02
C -16.82 1.39 0.71
N -17.52 1.10 1.81
C -19.90 -2.87 2.52
C -20.56 -4.10 2.72
N -19.80 -2.33 1.20
C -19.92 -3.05 0.03
C -19.98 -2.14 -1.01
C -19.90 -0.83 -0.39
N -19.73 -0.94 0.94
H -22.88 -5.54 3.35
H -22.58 -5.19 5.19
H -21.68 -6.37 4.28
H -21.22 -3.92 6.07
H -19.86 -1.78 5.76
H -17.68 -2.53 5.40
H -15.81 -1.94 7.01
H -13.71 -0.43 7.19
H -14.79 0.68 8.05
H -13.92 1.27 6.61
H -15.53 1.92 5.12
H -14.45 1.37 2.96
H -14.66 1.87 0.30
H -17.19 1.48 -0.27
H -20.62 -4.80 1.91
H -19.79 -4.11 0.04
H -19.97 -2.36 -2.07
H -19.90 0.12 -0.89
S -20.07 2.67 0.63
C -21.57 3.48 0.68
N -22.65 3.02 1.28
C -23.88 3.74 1.34
C -23.67 5.25 1.15
C -22.86 5.51 -0.10
N -21.64 4.68 0.04
H -22.69 2.00 1.55
H -24.43 3.51 2.30
H -24.61 3.38 0.57
H -23.13 5.69 1.99
H -24.64 5.74 1.07
H -22.55 6.57 -0.11
H -23.33 5.20 -1.02
H -20.75 4.86 -0.44
*
```

Output
LUMO level, hartree: -0.141
Energy relative to the best compared isomer or geometry (same formula, charge and spin), kcal/mol: 0.8
HOMO level, eV: -8.486
DFT total energy, eV: -77271.338

***

Question: The highest DFT total energy belongs to which entry?
Answer: C2H5N2

***

Question: Which of these has the lowest DFT total energy?
Answer: C26H21CoGeN2O3

***

Question: What is the DFT total energy in the seventh record?
Answer: -92032.574 eV

***

Question: The lowest DFT total energy belongs to which entry?
Answer: C26H21CoGeN2O3